{"formula": "C52H52CuN2P2SeSi", "method": "ωB97M-V/def2-TZVPD", "multiplicity": 2, "e_tot_ha": -7136.339562, "s2": 0.76, "total_charge": -2, "homo_lumo_gap_ev": [4.532, 4.522], "max_force_ha_per_bohr": 0.0163, "symbols": ["Cu", "C", "Si", "C", "N", "C", "C", "C", "C", "C", "C", "C", "C", "C", "C", "C", "C", "C", "C", "C", "C", "C", "H", "H", "H", "H", "H", "H", "H", "H", "H", "H", "H", "H", "H", "H", "H", "H", "H", "H", "H", "H", "H", "H", "H", "H", "C", "P", "C", "C", "C", "C", "C", "C", "C", "C", "C", "C", "C", "C", "P", "C", "C", "C", "C", "C", "C", "C", "C", "C", "C", "C", "C", "H", "H", "H", "H", "H", "H", "H", "H", "H", "H", "H", "H", "H", "H", "H", "H", "H", "H", "H", "H", "H", "H", "C", "C", "C", "C", "C", "C", "C", "C", "N", "H", "H", "H", "H", "H", "H", "Se"], "coordinates": [[-0.153, 0.018, 0.193], [1.721, -0.323, 0.578], [2.551, -1.590, -0.422], [1.679, -3.277, -0.479], [0.237, -3.189, -0.634], [-0.587, -4.095, 0.159], [-1.414, -5.036, -0.724], [-0.548, -5.491, -1.895], [-0.266, -4.297, -2.818], [-0.219, -2.991, -1.993], [2.816, -0.995, -2.202], [2.576, 0.335, -2.551], [2.800, 0.794, -3.845], [3.254, -0.077, -4.824], [3.490, -1.408, -4.503], [3.278, -1.852, -3.206], [4.306, -2.047, 0.186], [5.474, -1.706, -0.499], [6.733, -2.021, 0.000], [6.855, -2.695, 1.205], [5.710, -3.045, 1.909], [4.459, -2.721, 1.402], [2.281, 0.619, 0.511], [1.717, -0.599, 1.642], [1.907, -3.803, 0.453], [2.147, -3.898, -1.271], [-1.246, -3.535, 0.829], [0.081, -4.708, 0.776], [-2.303, -4.511, -1.089], [-1.766, -5.882, -0.128], [-1.012, -6.309, -2.453], [0.395, -5.879, -1.492], [-1.066, -4.214, -3.561], [0.661, -4.453, -3.377], [-1.209, -2.530, -1.958], [0.442, -2.266, -2.473], [2.204, 1.025, -1.801], [2.620, 1.835, -4.083], [3.423, 0.279, -5.834], [3.844, -2.097, -5.262], [3.481, -2.893, -2.969], [5.400, -1.176, -1.443], [7.619, -1.733, -0.554], [7.834, -2.940, 1.599], [5.792, -3.564, 2.858], [3.579, -2.989, 1.979], [-3.918, 1.792, 0.019], [-2.201, 1.169, 0.306], [-1.845, 1.855, 1.981], [-1.486, 0.953, 2.984], [-1.149, 1.401, 4.251], [-1.150, 2.759, 4.539], [-1.507, 3.664, 3.554], [-1.862, 3.213, 2.290], [-1.482, 2.329, -1.016], [-1.367, 3.723, -1.011], [-0.860, 4.403, -2.108], [-0.501, 3.710, -3.257], [-0.636, 2.332, -3.292], [-1.106, 1.652, -2.175], [-5.314, 0.828, 0.745], [-4.945, 0.883, 2.547], [-4.790, 2.068, 3.263], [-4.524, 2.045, 4.623], [-4.418, 0.831, 5.288], [-4.570, -0.355, 4.587], [-4.828, -0.328, 3.222], [-6.620, 2.143, 0.682], [-6.679, 3.102, -0.330], [-7.749, 3.984, -0.427], [-8.791, 3.927, 0.485], [-8.752, 2.973, 1.495], [-7.685, 2.095, 1.587], [-4.056, 1.775, -1.065], [-3.933, 2.844, 0.325], [-1.485, -0.106, 2.752], [-0.875, 0.682, 5.014], [-0.870, 3.109, 5.526], [-1.500, 4.728, 3.756], [-2.152, 3.946, 1.552], [-1.630, 4.305, -0.142], [-0.720, 5.475, -2.052], [-0.099, 4.246, -4.109], [-0.357, 1.772, -4.176], [-1.192, 0.568, -2.213], [-4.868, 3.020, 2.750], [-4.379, 2.976, 5.158], [-4.200, 0.811, 6.350], [-4.469, -1.307, 5.096], [-4.905, -1.251, 2.660], [-5.877, 3.178, -1.053], [-7.758, 4.723, -1.219], [-9.622, 4.618, 0.413], [-9.557, 2.915, 2.218], [-7.669, 1.363, 2.387], [1.555, 3.974, 1.014], [2.133, 5.026, 0.370], [2.411, 5.028, -1.058], [2.955, 6.098, -1.698], [3.298, 7.295, -1.014], [3.059, 7.317, 0.385], [2.518, 6.256, 1.044], [3.856, 8.399, -1.686], [4.316, 9.311, -2.242], [1.362, 4.012, 2.080], [1.219, 3.093, 0.476], [2.174, 4.131, -1.621], [3.141, 6.038, -2.767], [3.316, 8.212, 0.943], [2.352, 6.323, 2.115], [-2.744, -1.148, 0.495]]}